## A
C4H9N2 | ωB97M-V/def2-TZVPD

Geometry as ORCA input:
```
! RIJCOSX wB97M-V def2-TZVPD def2/J DEFGRID3
* xyz 1 1
C 2.138 0.319 -1.257
C 1.363 -0.504 -0.320
C -0.003 0.126 -0.352
C -2.200 -0.391 0.734
N 1.690 0.853 0.002
N -0.768 0.189 0.904
H 3.259 0.164 -1.186
H 1.816 0.385 -2.247
H 1.681 -1.350 0.261
H -0.214 0.785 -1.226
H -2.333 -1.214 -0.017
H -2.556 -0.759 1.742
H -2.813 0.463 0.369
H -0.145 -0.260 1.526
H -0.916 1.194 1.066
*
```

The frontier orbital gap comes out at 10.46 eV.

## B
C4H9N2 | ωB97M-V/def2-TZVPD

Geometry as ORCA input:
```
! RIJCOSX wB97M-V def2-TZVPD def2/J DEFGRID3
* xyz 1 1
C 1.541 -0.656 0.809
C 2.294 0.312 0.405
C -0.609 -0.045 -1.222
C -1.282 0.739 -0.169
N 1.350 -0.340 -0.601
N -1.262 -0.098 1.005
H 0.939 -1.239 1.501
H 2.904 1.080 0.525
H -0.655 -1.264 -1.163
H -0.509 0.424 -2.209
H -2.283 1.090 -0.449
H -0.615 1.685 0.068
H -1.721 -1.007 0.964
H 1.664 -1.008 -1.298
H -1.754 0.329 1.833
*
```

The frontier orbital gap comes out at 9.28 eV.

Verdict on stability: B comes out at the bottom.

## A
C4H9N2 | ωB97M-V/def2-TZVPD

Geometry as ORCA input:
```
! RIJCOSX wB97M-V def2-TZVPD def2/J DEFGRID3
* xyz 1 1
C -0.370 -0.414 0.696
C 1.526 -1.170 -0.347
C -1.477 -0.087 -0.419
C 1.385 1.240 -0.128
N -2.721 -0.031 -0.197
N 0.947 -0.104 0.056
H -0.456 0.365 1.447
H -0.399 -1.512 0.913
H 1.087 -2.143 -0.191
H 2.525 -1.100 -0.909
H 1.860 1.669 0.754
H 2.162 1.301 -0.993
H 0.519 1.991 -0.399
H -3.268 0.414 -0.930
H -3.321 -0.420 0.648
*
```

The frontier orbital gap comes out at 7.55 eV.

## B
C4H9N2 | ωB97M-V/def2-TZVPD

Geometry as ORCA input:
```
! RIJCOSX wB97M-V def2-TZVPD def2/J DEFGRID3
* xyz 1 1
C 0.608 0.658 0.449
C 2.018 0.588 0.689
C -0.386 -1.191 -0.710
C -1.654 0.900 0.151
N 2.344 -0.485 -0.159
N -0.396 0.183 -0.074
H 2.555 1.535 0.458
H 2.087 0.339 1.825
H -0.455 -1.238 -1.779
H -1.209 -1.781 -0.421
H 0.595 -1.630 -0.389
H -1.600 1.255 1.285
H -2.492 0.305 -0.105
H -1.656 1.838 -0.356
H 2.593 -0.183 -1.052
*
```

The frontier orbital gap (alpha / beta) comes out at 9.44 / 9.25 eV.

Verdict on stability: B comes out at the bottom.

## A
C4H9N2 | ωB97M-V/def2-TZVPD

Geometry as ORCA input:
```
! RIJCOSX wB97M-V def2-TZVPD def2/J DEFGRID3
* xyz 1 1
C -0.351 -0.682 1.416
C 0.128 0.508 0.633
C 0.797 0.023 -0.603
C -0.642 -0.016 -0.606
N 1.126 1.740 -1.448
N -1.046 -1.184 0.158
H 0.416 -1.451 1.770
H -1.147 -0.475 2.246
H 0.158 1.537 1.105
H 1.523 -0.820 -0.846
H -1.237 0.498 -1.310
H 1.297 2.230 -0.594
H 1.991 1.600 -1.906
H -0.846 -2.158 -0.302
H -2.168 -1.349 0.286
*
```

The frontier orbital gap comes out at 10.20 eV.

## B
C4H9N2 | ωB97M-V/def2-TZVPD

Geometry as ORCA input:
```
! RIJCOSX wB97M-V def2-TZVPD def2/J DEFGRID3
* xyz 1 1
C -2.133 0.898 -0.747
C 2.195 -0.838 0.992
C 2.520 0.442 1.211
C -1.552 -0.388 -0.945
N 0.862 -0.455 -0.721
N -0.264 -0.511 -0.595
H -1.611 1.741 -0.805
H -2.397 0.875 0.518
H 1.881 -1.474 0.094
H 2.136 -1.322 1.965
H 2.972 0.642 2.141
H 2.149 1.274 0.590
H -2.222 -1.294 -0.338
H -3.048 0.679 -1.215
H -1.488 -0.268 -2.144
*
```

The frontier orbital gap (alpha / beta) comes out at 8.06 / 8.06 eV.

Verdict on stability: B comes out at the bottom.

## A
C4H9N2 | ωB97M-V/def2-TZVPD

Geometry as ORCA input:
```
! RIJCOSX wB97M-V def2-TZVPD def2/J DEFGRID3
* xyz 1 1
C -2.568 0.723 0.286
C 0.163 1.005 0.497
C -0.350 -0.180 1.006
C 0.092 -1.560 0.512
N -2.475 0.219 -0.763
N 0.855 0.926 -0.762
H -2.810 1.241 1.185
H -0.353 1.941 0.463
H -1.194 0.018 1.741
H 0.489 -1.405 -0.454
H -0.755 -2.273 0.474
H 0.785 -2.155 1.152
H 0.997 1.800 -1.284
H 0.255 0.401 -1.511
H 1.706 0.387 -0.763
*
```

The frontier orbital gap comes out at 10.44 eV.

## B
C4H9N2 | ωB97M-V/def2-TZVPD

Geometry as ORCA input:
```
! RIJCOSX wB97M-V def2-TZVPD def2/J DEFGRID3
* xyz 1 1
C 1.018 -0.524 -0.837
C 0.219 -0.871 0.901
C -3.202 0.327 -0.674
C 2.133 1.034 0.838
N 1.215 0.012 0.367
N 0.102 -1.410 -0.367
H 1.532 -0.426 -1.839
H -0.102 -1.079 1.852
H -2.459 1.128 -1.087
H -2.733 -0.562 -0.600
H -4.247 0.549 -0.368
H 2.503 0.830 1.783
H 2.805 1.054 0.051
H 1.551 2.073 0.875
H -0.334 -2.135 -0.895
*
```

The frontier orbital gap (alpha / beta) comes out at 5.99 / 10.81 eV.

Verdict on stability: B comes out at the bottom.

## A
C4H2Cl2F2 | ωB97M-V/def2-TZVPD

Geometry as ORCA input:
```
! RIJCOSX wB97M-V def2-TZVPD def2/J DEFGRID3
* xyz 0 1
Cl 1.415 0.913 -2.478
C -0.176 0.683 -2.210
C -1.260 0.278 -1.874
Cl -2.744 -0.207 -1.434
F 1.824 -0.735 0.337
C 0.535 -0.656 0.802
C 0.307 0.193 1.730
F -0.841 0.216 2.493
H -0.113 -1.393 0.399
H 1.052 0.708 2.234
*
```

Its SMILES is ClC#CCl.F/C=C/F. The frontier orbital gap comes out at 10.42 eV.

## B
C4H2Cl2F2 | ωB97M-V/def2-TZVPD

Geometry as ORCA input:
```
! RIJCOSX wB97M-V def2-TZVPD def2/J DEFGRID3
* xyz 0 1
C 1.330 0.443 0.861
C 0.544 0.804 -0.222
F 0.988 1.811 -1.085
C -0.808 0.124 -0.287
Cl -2.290 1.168 0.128
C -0.983 -1.152 -0.669
F -2.209 -1.832 -0.517
Cl 0.344 -2.198 -1.093
H 0.852 -0.198 1.651
H 2.232 1.032 1.233
*
```

Its SMILES is C=C(F)/C(Cl)=C(/F)Cl. The frontier orbital gap comes out at 9.96 eV.

Verdict on stability: A comes out at the bottom.

## A
C2H6N2 | ωB97M-V/def2-TZVPD

Geometry as ORCA input:
```
! RIJCOSX wB97M-V def2-TZVPD def2/J DEFGRID3
* xyz 0 1
H -2.505 -0.704 0.149
N -1.881 0.058 0.375
C -0.684 -0.273 0.065
N 0.479 0.412 0.093
C 1.759 -0.090 -0.416
H -0.714 -1.216 -0.516
H 0.545 1.235 0.669
H 2.109 0.367 -1.352
H 2.470 0.165 0.359
H 1.631 -1.143 -0.672
*
```

Its SMILES is [H]/N=C/NC. The frontier orbital gap comes out at 9.90 eV.

## B
C2H6N2 | ωB97M-V/def2-TZVPD

Geometry as ORCA input:
```
! RIJCOSX wB97M-V def2-TZVPD def2/J DEFGRID3
* xyz 0 1
H -1.889 -1.355 0.150
N -0.858 -1.444 -0.015
C -0.220 -0.329 -0.113
C 1.255 -0.158 0.047
N -0.927 0.933 0.080
H 1.932 -0.707 -0.768
H 1.631 0.884 -0.091
H 1.585 -0.556 1.023
H -0.516 1.878 -0.283
H -1.993 0.854 -0.029
*
```

Its SMILES is [H]/N=C(/C)N. The frontier orbital gap comes out at 10.19 eV.

Verdict on stability: A comes out at the bottom.

## A
C8H12 | ωB97M-V/def2-TZVPD

Geometry as ORCA input:
```
! RIJCOSX wB97M-V def2-TZVPD def2/J DEFGRID3
* xyz 0 1
C -2.097 1.171 -0.016
C -1.212 0.369 0.713
C -0.020 -0.287 0.082
C -0.087 -0.927 -1.109
C -1.306 -1.454 -1.785
C 1.209 0.037 0.824
C 1.578 -0.508 2.060
C 1.993 1.238 0.348
H -1.719 1.296 -1.096
H -3.088 1.391 0.281
H -1.226 0.344 1.829
H 0.909 -1.201 -1.619
H -1.289 -1.349 -2.880
H -2.218 -0.832 -1.484
H -1.639 -2.420 -1.534
H 1.021 -1.313 2.508
H 2.595 -0.119 2.357
H 1.650 1.538 -0.634
H 3.016 0.912 0.212
H 1.932 2.115 0.943
*
```

Its SMILES is C=C/C(=C\C)C(=C)C. The frontier orbital gap comes out at 9.31 eV.

## B
C8H12 | ωB97M-V/def2-TZVPD

Geometry as ORCA input:
```
! RIJCOSX wB97M-V def2-TZVPD def2/J DEFGRID3
* xyz 0 1
C 0.679 1.507 -2.950
C 0.786 1.505 -1.629
C 0.689 0.292 -0.791
C -0.019 0.208 0.336
C -0.909 1.303 0.855
C 0.002 -1.089 1.103
C 0.536 -1.169 2.322
C -0.819 -2.184 0.496
H 0.682 0.667 -3.642
H 0.731 2.438 -3.508
H 1.015 2.399 -1.073
H 1.351 -0.549 -0.974
H -0.287 2.103 1.261
H -1.498 0.982 1.710
H -1.518 1.687 0.044
H 1.340 -0.712 2.868
H 0.273 -2.091 2.848
H -1.868 -1.887 0.401
H -0.505 -2.224 -0.542
H -0.659 -3.186 0.865
*
```

Its SMILES is C=C/C=C(\C)C(=C)C. The frontier orbital gap comes out at 9.79 eV.

## C
C8H12 | ωB97M-V/def2-TZVPD

Geometry as ORCA input:
```
! RIJCOSX wB97M-V def2-TZVPD def2/J DEFGRID3
* xyz 0 1
C 2.215 -0.226 -1.807
C 0.918 -0.083 -1.855
C 1.039 0.873 1.154
C 0.528 -0.527 0.997
C -0.186 -0.335 -0.284
C -0.393 0.660 0.788
C -1.275 -1.255 -0.751
C -1.649 1.076 1.471
H 2.831 -0.098 -2.689
H 2.736 -0.496 -0.904
H 0.318 0.193 -2.702
H 1.253 1.215 2.159
H 1.712 1.271 0.407
H 0.526 -1.340 1.695
H -0.856 -2.053 -1.361
H -2.000 -0.710 -1.355
H -1.797 -1.705 0.093
H -2.309 0.218 1.611
H -2.187 1.822 0.885
H -1.422 1.500 2.447
*
```

The frontier orbital gap comes out at 9.38 eV.

## D
C8H12 | ωB97M-V/def2-TZVPD

Geometry as ORCA input:
```
! RIJCOSX wB97M-V def2-TZVPD def2/J DEFGRID3
* xyz 0 1
C -3.027 0.196 0.184
C -3.336 -0.784 0.987
C -2.186 0.913 -0.727
C -0.890 0.263 -0.759
C 0.358 0.727 -0.178
C 1.535 0.030 -0.008
C 1.852 -1.394 -0.377
C 2.715 0.805 0.474
H -2.772 -1.711 0.905
H -4.027 -0.592 1.871
H -2.498 1.155 -1.762
H -2.055 1.895 -0.420
H -0.923 -0.665 -1.314
H 0.390 1.673 0.305
H 0.965 -2.015 -0.570
H 2.361 -1.835 0.629
H 2.574 -1.366 -1.273
H 3.497 0.205 0.036
H 2.852 0.633 1.659
H 2.615 1.868 0.338
*
```

The frontier orbital gap (alpha / beta) comes out at 7.67 / 7.63 eV.

Verdict on stability: D comes out at the bottom.

## A
C3H3ClN2S | ωB97M-V/def2-TZVPD

Geometry as ORCA input:
```
! RIJCOSX wB97M-V def2-TZVPD def2/J DEFGRID3
* xyz 0 1
C -2.606 1.032 -0.147
C -2.189 -0.138 0.291
C 2.288 -0.295 0.108
N -3.010 2.120 -0.320
N -0.174 0.488 -0.226
S 0.608 -0.794 -0.479
Cl -2.540 -1.702 0.171
H 2.773 -0.905 -0.505
H 2.496 -0.587 1.120
H 2.353 0.782 -0.013
*
```

The frontier orbital gap (alpha / beta) comes out at 7.70 / 6.46 eV.

## B
C3H3ClN2S | ωB97M-V/def2-TZVPD

Geometry as ORCA input:
```
! RIJCOSX wB97M-V def2-TZVPD def2/J DEFGRID3
* xyz 0 1
C -1.577 -0.459 0.212
C -0.412 -0.366 0.919
C -0.252 0.622 -1.096
N -1.441 0.118 -1.036
N 0.486 0.406 0.083
S 1.913 1.007 0.573
Cl 3.404 -0.990 -0.142
H -2.482 -0.915 0.479
H 0.030 -0.581 1.814
H 0.332 1.158 -1.805
*
```

The frontier orbital gap comes out at 7.33 eV.

## C
C3H3ClN2S | ωB97M-V/def2-TZVPD

Geometry as ORCA input:
```
! RIJCOSX wB97M-V def2-TZVPD def2/J DEFGRID3
* xyz 0 1
C -2.180 0.357 0.192
S -0.610 1.169 0.374
N 0.281 -0.057 -0.034
C 1.715 0.015 -0.174
Cl 2.775 1.336 0.219
C 2.333 -1.211 -0.443
N 2.922 -2.181 -0.590
H -2.127 -0.479 0.877
H -2.173 0.103 -0.950
H -2.935 0.948 0.528
*
```

Its SMILES is CS/N=C(\Cl)C#N. The frontier orbital gap comes out at 7.85 eV.

Verdict on stability: A comes out at the bottom.